Record 1
Below is a 8-piece molecular cluster, C11H30IN10O16 overall in a non-equilibrium geometry, with properties calculated with the ωB97M-V functional and the def2-TZVPD basis.

The geometry in XYZ format:
```
68
Properties=species:S:1:pos:R:3
N -1.444 2.199 1.368
C -0.555 1.619 0.554
N 0.759 1.801 0.602
C 1.361 0.462 0.338
I 2.733 0.810 -1.289
C 0.128 -0.383 0.016
C 0.234 -1.590 -0.901
O -0.321 -2.705 -0.267
O 0.685 -3.462 0.391
N -0.772 0.720 -0.402
H -1.476 1.888 2.323
H -2.069 2.937 1.098
H 0.958 2.219 1.517
H 1.848 0.098 1.222
H -0.246 -0.720 0.982
H 1.266 -1.755 -1.174
H -0.341 -1.436 -1.794
H 1.283 -2.840 0.832
H -1.738 0.483 -0.604
C -2.480 -0.683 -4.004
N -3.321 -0.249 -2.853
O -3.187 -0.833 -1.786
O -4.094 0.657 -3.047
H -1.848 -1.501 -3.683
H -3.151 -0.999 -4.796
H -1.890 0.174 -4.317
C 6.930 -0.732 -2.658
N 6.472 0.636 -2.288
O 6.963 1.156 -1.312
O 5.624 1.147 -2.999
H 7.676 -1.053 -1.943
H 6.061 -1.383 -2.634
H 7.349 -0.679 -3.657
C -5.531 -0.543 0.743
N -5.408 0.620 1.665
O -4.872 0.439 2.744
O -5.844 1.680 1.275
H -5.095 -1.411 1.221
H -6.585 -0.701 0.546
H -4.997 -0.291 -0.167
C 11.760 -1.165 -1.707
N 10.488 -1.683 -2.283
O 9.864 -2.502 -1.640
O 10.155 -1.245 -3.364
H 11.923 -1.643 -0.749
H 12.555 -1.406 -2.406
H 11.654 -0.091 -1.598
C 2.611 5.158 2.247
N 1.906 4.380 3.304
O 2.312 4.455 4.430
O 0.938 3.706 2.954
H 3.430 5.696 2.707
H 2.974 4.452 1.506
H 1.889 5.842 1.810
C -7.602 -0.440 -2.762
N -7.639 -1.854 -2.291
O -8.558 -2.546 -2.657
O -6.732 -2.216 -1.559
H -8.463 -0.267 -3.395
H -7.626 0.199 -1.885
H -6.676 -0.303 -3.313
C -4.316 -1.476 5.457
N -4.967 -2.120 6.631
O -4.408 -2.029 7.704
O -6.015 -2.691 6.424
H -3.396 -1.009 5.787
H -4.119 -2.255 4.727
H -5.007 -0.740 5.060
```

HOMO-LUMO gap (eV): 8.3925
Total charge: +1

Record 2
Below is C11H30MoN2O2P3S3 as an isolated structure, with properties calculated with the ωB97M-V functional and the def2-TZVPD basis.

The geometry in XYZ format:
```
52
Properties=species:S:1:pos:R:3
Mo 0.734 0.702 0.164
C -1.458 -3.888 -3.823
C -0.384 -3.931 -2.771
O 0.029 -2.559 -2.395
P -0.613 -1.669 -1.293
S -0.624 0.266 -1.867
S 0.516 -1.581 0.420
O -2.048 -2.209 -1.009
C -2.629 -2.685 0.253
C -2.337 -4.147 0.460
H -1.651 -4.906 -4.163
H -1.130 -3.307 -4.684
H -2.388 -3.472 -3.440
H 0.536 -4.377 -3.138
H -0.690 -4.449 -1.865
H -3.691 -2.485 0.139
H -2.229 -2.067 1.058
H -2.705 -4.742 -0.375
H -2.845 -4.486 1.363
H -1.269 -4.328 0.596
C -2.765 1.293 0.660
P -1.209 2.224 0.608
C -1.493 3.575 -0.566
C -1.101 3.002 2.262
C 0.342 3.397 2.563
P 1.475 1.984 2.271
C 3.115 2.730 2.461
C 1.298 0.900 3.716
H -3.568 1.946 1.006
H -2.672 0.453 1.349
H -3.007 0.919 -0.333
H -2.412 4.108 -0.319
H -1.576 3.180 -1.578
H -0.661 4.279 -0.535
H -1.450 2.257 2.982
H -1.782 3.852 2.328
H 0.461 3.743 3.591
H 0.671 4.212 1.912
H 3.153 3.295 3.393
H 3.323 3.401 1.628
H 3.887 1.961 2.488
H 1.477 1.461 4.635
H 2.023 0.089 3.651
H 0.299 0.465 3.753
N 2.624 -0.141 -2.727
C 3.486 0.314 -1.847
N 4.774 0.369 -2.132
S 3.041 0.891 -0.241
H 2.917 -0.466 -3.637
H 1.642 -0.200 -2.494
H 5.145 0.091 -3.027
H 5.419 0.734 -1.449
```

ΔE to the lowest compared entry with this formula, charge and spin (eV): 0.380
2S+1: 2
HOMO-LUMO gap (spin up / spin down) (eV): 7.0541 / 6.7424
Total charge: +2

Record 3
Below is a 9-piece molecular cluster, C11H30N8O19 overall in a non-equilibrium geometry, with properties calculated with the ωB97M-V functional and the def2-TZVPD basis.

The geometry in XYZ format:
```
68
Properties=species:S:1:pos:R:3
C -10.567 -4.162 -2.321
O -11.513 -3.207 -2.766
C -11.287 -1.907 -2.759
O -10.395 -1.312 -2.227
O -12.125 -1.410 -3.664
C -11.984 -0.094 -4.157
H -11.105 -4.763 -1.585
H -9.764 -3.674 -1.765
H -10.129 -4.830 -3.056
H -11.006 -0.069 -4.650
H -11.936 0.638 -3.349
H -12.776 0.185 -4.842
C -7.347 -0.587 -3.608
N -6.888 -1.842 -2.924
O -7.152 -2.904 -3.435
O -6.203 -1.669 -1.939
H -6.886 0.259 -3.106
H -8.399 -0.436 -3.350
H -7.246 -0.624 -4.685
C -7.259 -5.647 -5.175
N -8.716 -5.376 -5.293
O -9.473 -6.330 -5.274
O -9.068 -4.219 -5.354
H -7.058 -5.852 -4.124
H -6.813 -4.677 -5.373
H -6.971 -6.460 -5.827
C -14.100 -2.748 -0.484
N -13.499 -1.640 0.299
O -13.302 -1.828 1.475
O -13.313 -0.587 -0.261
H -13.974 -3.668 0.076
H -13.578 -2.702 -1.437
H -15.169 -2.631 -0.649
C -12.604 5.068 -3.464
N -12.386 3.638 -3.870
O -13.277 3.067 -4.455
O -11.307 3.165 -3.571
H -13.659 5.301 -3.417
H -12.072 5.669 -4.200
H -12.051 5.173 -2.535
C -14.997 -4.629 -4.229
N -15.526 -3.367 -3.666
O -14.940 -2.366 -4.018
O -16.471 -3.420 -2.902
H -14.100 -4.928 -3.688
H -14.757 -4.452 -5.271
H -15.699 -5.447 -4.096
C -9.105 -7.114 1.722
N -8.854 -7.440 0.298
O -7.987 -8.263 0.111
O -9.461 -6.904 -0.586
H -8.120 -6.859 2.101
H -9.507 -8.011 2.180
H -9.749 -6.242 1.755
C -12.154 0.013 -8.161
N -11.262 0.528 -9.244
O -11.764 0.824 -10.305
O -10.085 0.582 -8.989
H -13.065 0.599 -8.110
H -11.559 0.099 -7.261
H -12.366 -1.014 -8.449
C -8.267 2.490 -5.458
N -9.271 1.601 -6.152
O -10.190 2.169 -6.702
O -8.990 0.424 -6.238
H -8.308 3.475 -5.900
H -7.303 1.999 -5.449
H -8.702 2.476 -4.452
```

SMILES: C[N+](=O)[O-].C[N+](=O)[O-].C[N+](=O)[O-].C[N+](=O)[O-].C[N+](=O)[O-].C[N+](=O)[O-].C[N+](=O)[O-].C[N+](=O)[O-].COC(=O)OC
ΔE to the lowest compared entry with this formula, charge and spin (eV): 0.000
HOMO-LUMO gap (eV): 10.6777